A:
The following is a quantum chemistry calculation of an isolated ion of composition C5H12N3S and charge +1, from the OMol25 dataset.

Last column: natural (NBO) charge in e.
Element x y z (Å)
C: 2.1393 -1.8741 1.0026  -0.231
C: 1.9408 0.4117 0.2522  -0.209
C: 2.3543 1.3627 -0.8868  -0.642
C: -2.5601 1.0897 0.6930  -0.481
C: -2.6622 -0.8645 -0.7705  -0.417
N: 2.4603 -0.7921 0.2800  -0.383
N: -0.5809 -0.0125 -0.1447  -0.212
N: -1.8467 0.1554 -0.1467  -0.036
S: 0.4023 0.6840 1.0492  0.566
H: 2.7777 -2.7486 0.8795  0.230
H: 3.5015 1.2499 -0.9254  0.228
H: 1.8556 1.2320 -1.8725  0.220
H: 2.2395 2.3954 -0.6888  0.241
H: -3.7222 1.0358 0.3399  0.267
H: -2.3272 0.6979 1.7594  0.246
H: -2.0821 2.0435 0.7460  0.256
H: -1.9340 -1.5056 -1.3200  0.251
H: -2.9839 -1.4354 0.0396  0.232
H: -3.4113 -0.4297 -1.3746  0.237
H: 3.3116 -0.9511 -0.3343  0.443
H: 1.1277 -1.7444 1.4230  0.196

orbital gap	6.2041	eV
molar mass	146.24	g mol⁻¹
LUMO	-4.93	eV
net charge	+1

B:
The following is a quantum chemistry calculation of an isolated ion of composition C5H12N3S and charge +1, from the OMol25 dataset.

Last column: natural (NBO) charge in e.
Element x y z (Å)
C: 1.4677 0.4444 -1.8817  -0.141
C: 0.6571 0.2724 1.3019  0.107
C: -0.4536 -1.4156 2.7494  -0.620
C: -0.8947 0.8342 -1.5066  -0.417
C: -0.3851 -0.8659 1.3414  -0.428
N: 2.0405 -0.1332 -0.6517  0.054
N: 1.5453 0.1258 0.4072  -0.002
N: 0.4453 1.3625 -1.4841  -0.654
S: 0.4275 1.6280 2.2895  0.222
H: 2.3397 0.8970 -2.3942  0.261
H: 1.1406 -0.3745 -2.7068  0.249
H: -0.9078 -0.7986 3.4701  0.227
H: 0.5491 -1.6689 3.1344  0.223
H: -1.0397 -2.2760 2.8719  0.248
H: -1.5936 1.6294 -1.6100  0.227
H: -1.0575 0.2020 -2.3236  0.197
H: -0.8578 0.4794 -0.5070  0.187
H: -1.3611 -0.4891 1.0793  0.260
H: 0.0139 -1.6363 0.7726  0.237
H: 0.5546 2.1903 -2.1126  0.391
H: 1.1808 2.5947 1.7683  0.173

orbital gap	8.8104	eV
molar mass	146.24	g mol⁻¹
LUMO	-4.91	eV
net charge	+1

Most stable = B

A:
The following is a quantum chemistry calculation of C5H14N4O as an isolated structure, from the OMol25 dataset.

Last column: natural (NBO) charge in e.
Element x y z (Å)
C: -2.4053 0.7271 -0.8800  -0.419
N: -1.0977 0.1198 -0.6666  -0.202
C: 0.1099 0.9133 -0.9449  0.224
O: -1.0165 -1.1160 -1.3536  -0.611
N: 0.6483 0.6360 -2.1063  -0.792
H: -0.3269 -0.8968 -2.0389  0.489
H: 1.3294 1.3163 -2.4169  0.364
H: -0.0202 1.9356 -0.5713  0.180
H: -2.6589 0.7314 -1.9427  0.192
H: -2.4218 1.7459 -0.4878  0.199
H: -3.1420 0.1398 -0.3302  0.208
C: -0.3629 -1.6920 1.5934  -0.696
C: 1.1678 0.1437 0.6070  0.144
N: 1.9049 1.3025 1.0425  -0.852
N: 2.0790 -0.8343 0.1041  -0.835
C: 0.0165 -0.2894 1.2930  0.019
H: 2.5530 -0.4362 -0.7004  0.374
H: 1.5752 -1.6422 -0.2396  0.368
H: 1.3097 2.0300 1.4167  0.360
H: 2.6233 1.0532 1.7132  0.373
H: -0.4924 0.4763 1.8691  0.198
H: 0.4877 -2.2888 1.9477  0.231
H: -1.1430 -1.8040 2.3514  0.225
H: -0.7170 -2.2712 0.7414  0.260

orbital gap (spin up / spin down)	7.0826 / 7.0848	eV
molar mass	146.19	g mol⁻¹
LUMO (spin up / spin down)	0.17 / 0.17	eV

B:
The following is a quantum chemistry calculation of a 2-piece molecular cluster, C5H14N4O overall, from the OMol25 dataset.

Last column: natural (NBO) charge in e.
Element x y z (Å)
C: -1.9082 -1.9137 -0.6006  -0.060
N: -1.0100 -1.3148 0.0634  -0.465
C: 0.4588 -1.3742 -0.0440  0.681
C: 1.0537 -1.8619 -1.3544  -0.716
O: 1.0072 -1.8079 0.9885  -0.618
H: -2.9489 -1.9215 -0.2548  0.189
H: -1.4933 -2.4681 -1.4651  0.139
H: 0.5665 -2.7789 -1.6879  0.231
H: 2.1142 -2.1013 -1.2546  0.240
H: 0.9478 -1.1067 -2.1353  0.203
C: -1.7570 1.4741 1.1975  -0.423
N: -0.8421 1.7095 0.1096  -0.502
N: 0.6419 0.8386 0.1830  -0.094
C: 1.4732 1.1659 1.3439  -0.465
N: 1.2421 1.3987 -0.9705  -0.675
H: -2.5224 0.7139 0.9971  0.178
H: -1.2239 1.3498 2.1431  0.210
H: -2.4093 2.3506 1.3125  0.197
H: -1.3514 1.7539 -0.7697  0.366
H: 2.5161 1.4324 1.1335  0.217
H: 1.5652 0.3067 2.0144  0.239
H: 1.0714 1.9619 1.9746  0.220
H: 2.1606 0.9950 -1.1547  0.360
H: 0.6478 1.1983 -1.7695  0.349

orbital gap	8.8217	eV
molar mass	146.19	g mol⁻¹
LUMO	0.78	eV

Most stable = A

A:
The following is a quantum chemistry calculation of a 2-piece molecular cluster, C5H16N4 overall, from the OMol25 dataset.

Last column: natural (NBO) charge in e.
Element x y z (Å)
H: 0.4489 -1.7253 -2.2560  0.351
N: 0.4478 -1.4765 -1.2743  -0.812
C: 1.6195 -1.2609 -0.7695  0.593
N: 2.7882 -1.1086 -1.4619  -0.829
N: 1.6296 -0.9104 0.5513  -0.484
N: 2.7518 -0.2117 1.0498  -0.669
H: 2.8784 -1.5762 -2.3477  0.393
H: 3.6187 -1.0161 -0.8978  0.409
H: 0.6622 -0.5918 0.8269  0.410
H: 2.5791 0.7936 1.0527  0.350
H: 2.9133 -0.5099 2.0062  0.361
C: -0.8154 1.7664 -0.3007  -0.606
C: -1.2893 0.3791 0.1376  -0.334
C: -2.6557 0.0913 -0.4907  -0.598
C: -1.4452 0.3523 1.6604  -0.620
H: -0.7154 1.8132 -1.3851  0.207
H: 0.1607 2.0004 0.1281  0.185
H: -1.5156 2.5501 0.0018  0.195
H: -0.5849 -0.4733 -0.4461  0.300
H: -3.0248 -0.8880 -0.1864  0.204
H: -3.4010 0.8335 -0.1891  0.189
H: -2.5956 0.1085 -1.5791  0.202
H: -1.7415 -0.6378 2.0075  0.210
H: -0.5160 0.6266 2.1648  0.186
H: -2.1978 1.0713 1.9973  0.206

orbital gap	9.2978	eV
molar mass	132.21	g mol⁻¹
LUMO	0.86	eV

B:
The following is a quantum chemistry calculation of a 2-piece molecular cluster, C5H16N4 overall, from the OMol25 dataset.

Last column: natural (NBO) charge in e.
Element x y z (Å)
C: 0.8928 -1.0375 1.6129  -0.418
N: 0.0827 -0.5513 0.5171  -0.640
C: -0.8410 -1.5011 -0.0645  -0.044
C: -2.1547 -1.6320 0.7153  -0.625
C: -1.1166 -1.0870 -1.5122  -0.602
H: 0.3223 -1.3541 2.4845  0.159
H: 1.4702 -1.8990 1.2655  0.182
H: 1.5835 -0.2416 1.8943  0.229
H: -0.4152 0.2836 0.8072  0.352
H: -0.3384 -2.4764 -0.0761  0.181
H: -2.7930 -2.3916 0.2670  0.208
H: -1.9585 -1.9162 1.7478  0.208
H: -2.6893 -0.6830 0.7116  0.196
H: -0.1827 -1.0193 -2.0636  0.207
H: -1.6050 -0.1145 -1.5349  0.195
H: -1.7627 -1.8115 -2.0021  0.203
N: 0.7310 3.4005 -0.7156  -0.842
C: 1.1980 2.5619 0.2862  0.184
N: 1.8543 1.4888 0.1931  -0.300
N: 2.2149 0.9337 -1.0095  -0.647
H: 0.6533 2.9908 -1.6388  0.369
H: -0.0510 3.9813 -0.4835  0.384
H: 1.0492 2.9432 1.2942  0.169
H: 2.2176 -0.0707 -0.8868  0.374
H: 1.6384 1.2031 -1.8093  0.317

orbital gap	8.8433	eV
molar mass	132.21	g mol⁻¹
LUMO	0.82	eV

Most stable = A

A:
The following is a quantum chemistry calculation of a 2-piece molecular cluster, C2H2N2O2S2 overall, from the OMol25 dataset.

Last column: natural (NBO) charge in e.
Element x y z (Å)
C: 0.6554 0.4227 -0.9128  -0.001
C: 1.1197 1.1803 0.2890  0.671
N: 1.6921 -0.2416 -1.3363  -0.683
N: -2.6896 -0.5485 -0.5112  -0.826
O: 0.5939 2.0838 0.8832  -0.496
O: 2.3979 0.6512 0.6430  -0.682
S: -1.6433 0.3684 0.0908  0.519
S: 3.0800 -0.4391 -0.2577  0.727
H: 1.8511 -0.7298 -2.2524  0.434
H: -3.5586 -0.1194 -0.7034  0.339

orbital gap	6.8244	eV
molar mass	150.18	g mol⁻¹
LUMO	-1.06	eV

B:
The following is a quantum chemistry calculation of a single C2H2N2O2S2 molecule, from the OMol25 dataset.

Last column: natural (NBO) charge in e.
Element x y z (Å)
O: 1.5790 -1.2947 -0.2102  -0.499
N: 0.7205 -0.2839 -0.0235  0.035
N: 0.7596 0.7078 -1.0367  -0.107
O: -0.3320 1.5513 -0.6873  -0.320
C: -1.1409 0.8959 0.1960  0.066
S: -2.5628 1.3229 0.7060  0.122
C: -0.5185 -0.3913 0.4716  -0.064
S: -0.9980 -1.8374 1.0548  -0.084
H: 1.0219 -2.0373 0.1710  0.490
H: 1.4713 1.3667 -0.6419  0.361

orbital gap	7.9994	eV
molar mass	150.18	g mol⁻¹
LUMO	-1.30	eV

Most stable = B

A:
The following is a quantum chemistry calculation of a 2-piece molecular cluster, C2H2S overall, from the OMol25 dataset.

Last column: natural (NBO) charge in e.
Element x y z (Å)
C: 0.5995 -1.2370 -0.4737  -0.164
C: 0.3071 -0.0638 -0.3281  -0.291
S: -0.0015 1.5438 0.0029  0.160
H: 1.1022 -2.1493 -0.3940  0.235
H: -2.0073 1.9063 1.1929  0.060

orbital gap (spin up / spin down)	8.2269 / 6.6199	eV
molar mass	58.11	g mol⁻¹
LUMO (spin up / spin down)	-1.06 / -2.40	eV

B:
The following is a quantum chemistry calculation of a single C2H2S molecule, from the OMol25 dataset.

Last column: natural (NBO) charge in e.
Element x y z (Å)
C: -0.2055 -1.0736 0.1407  -0.240
C: 0.6138 -0.3098 -0.3935  -0.240
S: 1.2321 1.1389 -1.0943  0.107
H: -0.6719 -2.0158 0.2131  0.233
H: 0.0912 1.2292 -1.6785  0.139

orbital gap	9.9251	eV
molar mass	58.11	g mol⁻¹
LUMO	0.69	eV

Most stable = B

A:
The following is a quantum chemistry calculation of a single C4H2O molecule, from the OMol25 dataset.

Last column: natural (NBO) charge in e.
Element x y z (Å)
O: -2.7320 -0.4230 0.3465  -0.481
C: -1.5640 -0.3375 0.2920  0.603
C: -0.3781 -0.1693 -0.2017  -0.376
C: 1.1111 -0.4605 -0.1012  -0.119
C: 0.7769 0.7722 -0.2617  -0.136
H: 1.9854 -1.2137 0.0750  0.261
H: 0.8008 1.8319 -0.1490  0.248

orbital gap	8.4847	eV
molar mass	66.06	g mol⁻¹
LUMO	0.73	eV

B:
The following is a quantum chemistry calculation of a single C4H2O molecule, from the OMol25 dataset.

Last column: natural (NBO) charge in e.
Element x y z (Å)
C: 1.1316 0.0604 -1.6149  0.169
C: -2.0583 1.1969 -0.3283  0.410
C: 0.8882 -0.3046 -0.3734  -0.621
C: -0.2450 -0.1035 0.5978  -0.132
O: -1.2018 0.6284 0.2292  -0.364
H: 1.8070 -1.0287 -0.1326  0.321
H: -0.3217 -0.4488 1.6222  0.216

orbital gap	7.2106	eV
molar mass	66.06	g mol⁻¹
LUMO	-0.64	eV

C:
The following is a quantum chemistry calculation of a single C4H2O molecule, from the OMol25 dataset.

Last column: natural (NBO) charge in e.
Element x y z (Å)
C: -1.3771 0.3384 0.1796  -0.356
C: -2.1754 0.5472 1.1473  0.162
C: 1.0255 0.1305 -0.0823  0.336
C: -0.2879 -0.4210 -0.3361  -0.070
O: 1.3731 0.6491 0.9600  -0.435
H: 1.8194 0.0271 -0.9063  0.134
H: -0.3775 -1.2713 -0.9623  0.230

orbital gap	7.9315	eV
molar mass	66.06	g mol⁻¹
LUMO	-2.70	eV

Most stable = A